1.
Density functional theory data (ωB97M-V/def2-TZVPD) for a cluster of 3 separate species, C19H21Br3F3N5O3PS in total.

Computed properties:
Orbital gap   6.5 eV
Net charge   +1
E_LUMO   -3.31 eV
Highest occupied orbital energy   -9.833 eV

Geometry as XYZ:
```
56
Properties=species:S:1:pos:R:3:lowdin_charge:R:1
C -3.17644 2.15740 -1.33110 0.016
C -1.71665 2.49041 -1.41025 -0.464
O -1.20297 3.00495 -2.34510 0.183
O -0.91818 2.19543 -0.28970 -0.019
C -0.71444 0.84670 -0.04270 -0.125
N -1.56504 0.33461 1.05750 0.129
C -2.34739 1.08741 1.92496 -0.237
N -2.47193 2.47899 1.87980 0.118
C -1.77466 3.15770 2.62528 -0.738
S -0.85095 4.00476 3.51935 0.880
C -2.93229 0.24502 2.78908 -0.020
N -2.49484 -1.02997 2.45505 -0.192
P -3.09634 -2.35507 3.46967 0.629
O -1.75686 -3.24793 3.44191 -0.329
Br -4.41213 -3.36916 1.97065 0.342
C -1.66835 -0.95943 1.39732 -0.206
C -1.02862 -2.20199 0.86455 -0.086
C -0.36330 -2.21158 -0.50751 -0.175
C -1.29103 -2.66301 -1.61951 -0.799
F -1.83702 -3.85568 -1.25694 -0.047
Br -2.76237 -1.43760 -1.91227 0.951
C -0.47834 -2.86402 -2.95499 -0.918
F 0.60284 -2.05943 -2.93435 0.039
F -1.20302 -2.56532 -4.02971 0.025
Br 0.15474 -4.69248 -3.13247 0.878
H -3.74234 3.05228 -1.09484 0.107
H -3.46318 1.78063 -2.30797 0.091
H -3.39759 1.38148 -0.60378 0.053
H -0.90978 0.27050 -0.94174 0.085
H 0.33431 0.73610 0.22273 0.155
H -3.58754 0.47355 3.60621 0.134
H -1.92267 -4.12973 3.81094 0.083
H -1.80660 -2.96227 0.84668 0.075
H -0.31930 -2.53556 1.61829 0.130
H 0.15651 -1.30478 -0.78518 0.093
H 0.40471 -2.98594 -0.46850 0.123
N 2.99245 -2.17278 0.63676 -0.007
C 3.54034 -3.41547 0.81007 -0.132
C 3.86352 -3.54597 2.13374 -0.098
C 3.49515 -2.33671 2.78491 -0.104
C 2.96016 -1.50788 1.83565 -0.155
H 2.67513 -1.80108 -0.23938 0.131
H 3.65340 -4.09433 -0.01776 0.111
H 4.31761 -4.41061 2.58686 0.096
H 3.61621 -2.10232 3.82900 0.094
H 2.56751 -0.50716 1.90895 0.098
N 2.63503 5.34029 -3.20485 0.006
C 3.72025 4.75757 -2.61249 -0.140
C 3.25862 3.88031 -1.66862 -0.114
C 1.83696 3.93515 -1.69893 -0.117
C 1.48287 4.84541 -2.65985 -0.137
H 2.67796 6.03041 -3.93181 0.146
H 4.72169 5.01604 -2.90978 0.108
H 3.87226 3.26823 -1.02849 0.085
H 1.15381 3.37404 -1.08707 0.061
H 0.51811 5.17989 -2.99827 0.104
```



2.
Density functional theory data (ωB97M-V/def2-TZVPD) for the ion C4H9NO2 with charge -1 in a non-equilibrium geometry.

Computed properties:
⟨S²⟩   0.75
Orbital gap (spin up / spin down)   4.4 / 7.4 eV
Spin multiplicity   2
Net charge   -1
E_LUMO (spin up / spin down)   4.19 / 4.13 eV
Highest occupied orbital energy (spin up / spin down)   -0.168 / -3.275 eV

Geometry as XYZ:
```
16
Properties=species:S:1:pos:R:3:lowdin_spin:R:1
C -1.71901 -1.25142 1.07942 0.031
N -1.40550 -1.02322 -0.35205 0.007
C -0.28014 -0.07810 -0.56117 0.089
C 1.12985 -0.74335 -0.25213 0.018
O 2.07124 0.11842 -0.85139 0.004
C -0.34011 1.18196 0.27068 0.431
O 0.66872 1.99125 0.42359 0.328
H -2.77913 -1.35927 1.34084 0.002
H -1.12564 -2.14375 1.38838 0.002
H -1.14153 -0.57622 1.72153 0.017
H -2.28583 -0.64322 -0.68570 0.002
H -0.30529 0.04104 -1.65714 0.028
H 1.02221 -1.76148 -0.66554 0.002
H 1.18829 -0.73431 0.83031 0.003
H 2.07313 0.86452 -0.21364 -0.001
H -1.35002 1.54875 0.54968 0.039
```



3.
Density functional theory data (ωB97M-V/def2-TZVPD) for a cluster of 5 separate species, C2H12O3S2 in total in a non-equilibrium geometry.

Computed properties:
⟨S²⟩   0.75
Orbital gap (spin up / spin down)   5.7 / 4.5 eV
Spin multiplicity   2
Net charge   -1
E_LUMO (spin up / spin down)   2.64 / 1.46 eV
Highest occupied orbital energy (spin up / spin down)   -3.036 / -3.034 eV

Geometry as XYZ:
```
19
Properties=species:S:1:pos:R:3:lowdin_spin:R:1
C -0.95836 -1.65511 1.96351 0.679
S -2.20383 -0.56116 1.38718 0.084
S 0.97689 1.94585 -1.30189 0.001
C 0.34083 1.89898 0.40093 0.000
H -0.48175 -1.35166 2.89379 0.029
H -1.23121 -2.70398 1.95801 0.034
H -3.00910 -0.49561 2.45659 0.043
H 0.14944 0.87933 0.72077 0.000
H 1.10677 2.31942 1.06834 0.000
H -0.55899 2.50455 0.51776 0.000
H -0.09517 -1.47530 0.42584 0.033
H -0.35121 -1.12469 -1.08890 0.001
O 0.34405 -1.40754 -0.45259 0.095
H 2.50388 0.21444 -1.08055 0.000
H 3.81136 -0.03663 -1.79521 0.000
O 3.33076 -0.32716 -1.03609 0.001
H -0.49145 0.68626 -2.06633 0.000
H -1.98522 0.62091 -2.52772 0.000
O -1.19768 0.06911 -2.44343 0.000
```



4.
Density functional theory data (ωB97M-V/def2-TZVPD) for a structure of composition C19H40FeNO7 in a non-equilibrium geometry.

Computed properties:
⟨S²⟩   8.76
Orbital gap (spin up / spin down)   9.0 / 8.4 eV
Spin multiplicity   6
E_LUMO (spin up / spin down)   0.57 / 0.30 eV
Highest occupied orbital energy (spin up / spin down)   -8.416 / -8.082 eV

Geometry as XYZ:
```
68
Properties=species:S:1:pos:R:3:lowdin_spin:R:1
Fe -0.07460 0.59267 -0.86182 4.211
C -2.04601 -2.35256 -2.44757 0.003
C -2.49586 -0.90633 -2.36075 0.022
O -1.77221 -0.17589 -1.45322 0.180
H -2.04017 -2.89193 -1.49861 0.000
H -1.03858 -2.41913 -2.86672 0.000
H -2.72000 -2.90385 -3.11486 0.000
H -3.58663 -0.88558 -2.20701 0.005
H -2.40942 -0.49558 -3.38476 0.004
C -1.07848 4.21654 0.18625 0.005
C 0.08583 3.86257 -0.70643 0.027
O 0.21475 2.48970 -0.91475 0.219
H -1.05061 5.22390 0.61323 0.001
H -1.06884 3.57866 1.07558 0.000
H -2.02475 4.13745 -0.34817 0.000
H 1.02607 4.31421 -0.37477 0.004
H -0.08450 4.25964 -1.71466 0.005
C 2.57940 -2.13514 1.05097 0.006
C 2.58031 -1.04720 -0.02866 0.027
O 1.32750 -0.59606 -0.38019 0.215
H 3.50422 -2.30494 1.60909 0.001
H 2.32950 -3.11390 0.63001 0.000
H 1.84769 -1.91696 1.83358 0.000
H 3.17055 -1.34750 -0.90284 0.005
H 3.10779 -0.17770 0.40049 0.004
C 2.16880 -0.13691 -7.13834 0.000
C 1.10797 -0.55627 -6.14455 0.000
C 1.48654 -1.80910 -5.28897 0.000
O 1.14613 -1.36262 -3.96533 -0.001
C 0.89813 -0.05830 -3.95259 0.003
O 0.60401 0.53423 -2.95914 0.024
O 0.94251 0.46549 -5.16893 0.001
H 2.28392 -0.78971 -8.00502 0.000
H 3.15600 -0.03402 -6.68798 0.000
H 1.90111 0.83008 -7.56950 0.000
H 0.14273 -0.77357 -6.60001 0.000
H 2.55804 -1.97818 -5.27802 0.000
H 0.82042 -2.60295 -5.60310 0.000
C -1.36705 -1.96492 1.49768 -0.001
C -1.30482 -0.92791 2.61679 0.000
C -0.67415 -1.63590 3.81839 0.000
C -0.02742 -0.71251 4.86692 0.000
C 0.97608 0.20737 4.19062 0.000
C 0.28437 1.07327 3.12370 0.000
N -0.44722 0.17783 2.21211 0.000
O -1.02869 0.90408 1.14334 0.028
C -0.62450 2.09655 3.83079 0.000
C 1.34086 1.83265 2.30492 -0.001
C -2.74670 -0.51385 2.96078 0.000
H -2.13552 -1.72141 0.75589 0.000
H -1.66406 -2.96536 1.82913 0.000
H -0.44924 -2.11733 0.92817 -0.001
H -1.38507 -2.24955 4.37272 0.000
H 0.13479 -2.29909 3.49821 0.000
H 0.38103 -1.29876 5.69014 0.000
H -0.83617 -0.12331 5.31758 0.000
H 1.70825 -0.40586 3.65021 0.000
H 1.56356 0.76494 4.92003 0.000
H -0.66379 3.00807 3.22082 0.000
H -1.67137 1.81553 3.93062 0.000
H -0.20467 2.44784 4.77345 0.000
H 1.90228 1.12821 1.69346 -0.001
H 0.86380 2.60953 1.71564 0.000
H 2.00836 2.27545 3.04788 0.000
H -2.89360 0.20300 3.76993 0.000
H -3.37643 -1.35328 3.27703 0.000
H -3.28776 -0.19499 2.06235 0.000
H -1.87439 1.20643 1.50874 0.002
```



Which formula does entry 4 have?
C19H40FeNO7